{"formula": "C26H28F6NO2Zr", "method": "ωB97M-V/def2-TZVPD", "symbols": ["C", "C", "C", "H", "C", "C", "H", "C", "C", "C", "H", "C", "C", "H", "H", "H", "H", "H", "H", "Zr", "C", "C", "C", "H", "H", "H", "H", "H", "H", "C", "C", "H", "H", "O", "N", "C", "H", "C", "C", "H", "C", "H", "C", "H", "C", "H", "C", "H", "H", "H", "C", "C", "O", "C", "F", "F", "F", "C", "F", "F", "F", "H", "H", "H"], "xyz": [[-1.23610, -1.58293, 0.71877], [-0.84437, -2.07063, -0.56467], [0.54360, -2.36513, -0.52345], [-1.50698, -2.28435, -1.40248], [1.02676, -2.05872, 0.78823], [-0.08046, -1.59869, 1.55853], [2.01655, -2.28482, 1.18064], [-1.40886, 2.02386, -0.87120], [-1.79891, 0.73805, -1.35204], [-0.80345, 0.29048, -2.27887], [-2.74845, 0.25059, -1.14372], [0.23477, 1.27751, -2.30634], [-0.15279, 2.35809, -1.44658], [1.11831, -2.85884, -1.30578], [-0.05700, -1.42131, 2.62511], [-2.25160, -1.36575, 1.04298], [0.39353, 3.29603, -1.32749], [-0.85762, -0.56712, -2.94894], [-2.01823, 2.69583, -0.27591], [0.29964, 0.14845, -0.11050], [1.64294, 1.05596, -2.81635], [2.27648, 2.41231, -3.13582], [1.64284, 0.18335, -4.07083], [1.57591, 2.98002, -3.76590], [3.21004, 2.28481, -3.69549], [2.48576, 2.98738, -2.22746], [0.96400, 0.63829, -4.80824], [1.30891, -0.84635, -3.88946], [2.64857, 0.14968, -4.50942], [2.31628, 0.32111, -1.59659], [3.81803, 0.46238, -1.36213], [2.06728, -0.76075, -1.63285], [1.99877, 0.87060, -0.62786], [4.17993, 1.55565, -0.94756], [4.59112, -0.68432, -1.47900], [4.36388, -1.74974, -0.47517], [5.57742, -0.44543, -1.53750], [3.87186, -3.03382, -1.09239], [3.62450, -4.13635, -0.26118], [3.88105, -4.06422, 0.80014], [3.04028, -5.29081, -0.78570], [2.81590, -6.12733, -0.12089], [2.74881, -5.36470, -2.15363], [2.28177, -6.26232, -2.55813], [3.06607, -4.29536, -2.99726], [2.88007, -4.35400, -4.07058], [3.63358, -3.12653, -2.46705], [3.90503, -2.28024, -3.10525], [3.63077, -1.41037, 0.27969], [5.30100, -1.93292, 0.07383], [-0.33869, 3.30534, 2.53058], [-0.34735, 1.80749, 2.66074], [0.10081, 1.13537, 1.50404], [0.59904, 1.41033, 3.83743], [0.26662, 2.02031, 5.01057], [0.63451, 0.07094, 4.06165], [1.86771, 1.79019, 3.51433], [-1.80722, 1.33434, 2.96640], [-2.35942, 1.98466, 4.01964], [-2.59677, 1.58655, 1.87045], [-1.90450, 0.00172, 3.20593], [0.68723, 3.63397, 2.34395], [-0.70981, 3.74222, 3.46151], [-0.97492, 3.60870, 1.69473]], "forces_ev_per_angstrom": [[0.59, -0.40, 0.33], [0.60, -0.49, 0.28], [-0.47, -0.03, 0.08], [0.24, 0.27, 0.28], [-0.59, 0.08, 0.26], [-0.09, -1.23, -0.28], [-0.35, 0.16, -0.14], [0.37, -0.11, -0.85], [0.24, 0.48, -0.07], [0.41, 0.82, -0.36], [0.30, 0.13, -0.04], [-0.81, -0.45, 0.41], [-0.32, -0.60, 0.16], [-0.10, 0.30, 0.09], [-0.02, 0.24, -0.36], [0.35, 0.14, -0.15], [-0.18, -0.46, 0.17], [0.05, 0.18, 0.49], [0.22, -0.38, 0.12], [-3.61, -0.76, -0.46], [0.21, 0.15, 0.05], [0.04, 0.10, -0.03], [0.07, -0.04, -0.18], [0.24, -0.14, 0.15], [-0.12, 0.07, 0.23], [0.03, -0.07, -0.26], [0.25, -0.16, 0.17], [0.05, 0.18, 0.03], [-0.23, -0.08, 0.10], [0.59, 0.11, -0.05], [0.01, 1.10, 1.27], [-0.18, 0.40, 0.23], [1.37, -0.10, -1.23], [0.37, -1.15, -1.07], [0.57, 0.60, 0.07], [-0.10, -0.09, -0.13], [-0.19, 0.13, 0.13], [-0.10, -0.43, -0.23], [-0.19, 0.12, -0.30], [-0.16, -0.12, -0.28], [0.15, 0.23, 0.02], [0.08, 0.22, -0.28], [0.03, 0.18, 0.00], [0.15, 0.23, 0.08], [0.11, 0.12, 0.27], [0.02, -0.08, 0.31], [-0.18, -0.24, 0.17], [-0.20, -0.39, 0.17], [0.36, 0.01, -0.27], [-0.27, 0.20, -0.20], [0.10, 0.38, -0.22], [-0.16, -1.03, 0.20], [0.06, 1.42, 1.79], [0.66, -0.02, 0.57], [0.26, -0.63, -1.28], [-0.02, 0.99, -0.08], [-0.96, -0.30, 0.30], [-0.86, -0.11, -0.04], [0.61, -0.57, -0.95], [0.65, -0.19, 0.93], [0.09, 0.98, -0.11], [-0.20, 0.04, 0.04], [0.10, 0.10, -0.24], [0.09, -0.01, 0.19]], "e_lumo_ev": -3.46, "e_tot_ha": -1858.8993, "charge": 1}


{"formula": "C26H28MoN6O9S", "method": "ωB97M-V/def2-TZVPD", "symbols": ["Mo", "O", "C", "C", "C", "C", "C", "C", "N", "H", "H", "H", "H", "H", "H", "H", "O", "C", "O", "C", "C", "N", "N", "C", "C", "O", "O", "H", "H", "H", "O", "C", "C", "C", "N", "C", "S", "N", "C", "O", "C", "C", "C", "C", "C", "C", "H", "H", "H", "H", "H", "H", "H", "H", "H", "H", "H", "H", "H", "H", "O", "C", "C", "C", "C", "O", "N", "H", "H", "H", "H"], "xyz": [[-0.02936, -0.01965, -0.03207], [0.65046, -1.65541, -1.12697], [0.60654, -2.04498, -2.48340], [-0.12111, -0.88540, -3.05201], [-0.43034, -0.77454, -4.40074], [-1.11806, 0.35524, -4.83069], [-1.47088, 1.32692, -3.90994], [-1.11984, 1.12804, -2.58122], [-0.44964, 0.04225, -2.12090], [1.26579, -2.44722, -0.25538], [0.04388, -2.97543, -2.59125], [1.61983, -2.12508, -2.88498], [-0.14395, -1.54754, -5.10213], [-1.37546, 0.47555, -5.87758], [-2.00528, 2.21699, -4.21308], [-1.38149, 1.87660, -1.80353], [-0.52290, 2.76482, 5.29573], [-1.09889, 3.49686, 4.34048], [-1.62077, 4.55966, 4.61084], [-1.07887, 2.97840, 2.97003], [-1.63005, 3.61198, 1.86604], [-1.40869, 2.82230, 0.79143], [-0.73248, 1.67295, 1.08278], [-0.55214, 1.80108, 2.39744], [0.16105, 0.67217, 2.94805], [0.42366, 0.61499, 4.16530], [0.39467, -0.09640, 1.97617], [-0.12135, 1.90467, 4.96784], [-2.15400, 4.55037, 1.77388], [-1.68457, 2.97951, -0.20933], [-1.45870, -0.83143, 0.46830], [5.90475, 1.67275, -0.10015], [4.55905, 1.87463, -0.78477], [3.88639, 0.56357, -1.16469], [3.49678, -0.21001, 0.01742], [2.88917, -1.41142, -0.03850], [1.55336, -1.69317, 0.95830], [3.32700, -2.37899, -0.89912], [4.49631, -2.56241, -1.63823], [4.43782, -3.06240, -2.74486], [5.80649, -2.18159, -1.04905], [6.02663, -2.17372, 0.32978], [7.28253, -1.84809, 0.83286], [8.32554, -1.54512, -0.03637], [8.11776, -1.57470, -1.41223], [6.86372, -1.89831, -1.91754], [6.35672, 2.63983, 0.13309], [6.59505, 1.12674, -0.74868], [5.79766, 1.11952, 0.83632], [4.70902, 2.46906, -1.69054], [3.90302, 2.45396, -0.12596], [4.52929, -0.02126, -1.82196], [2.96699, 0.77231, -1.72555], [3.06030, 0.36451, 0.73204], [2.59904, -3.01723, -1.18462], [5.23493, -2.43148, 1.02515], [7.45000, -1.83817, 1.90465], [9.30498, -1.29575, 0.35833], [8.93428, -1.35284, -2.09092], [6.71082, -1.93402, -2.99160], [-3.38887, 0.31148, -0.56254], [-2.71220, 1.25993, -0.91862], [-3.34078, 2.50073, -1.55534], [-2.15524, 3.43536, -1.84839], [-0.95939, 2.64559, -1.35387], [0.19953, 3.09087, -1.42459], [-1.35946, 1.40067, -0.83137], [-4.04539, 2.95475, -0.85617], [-3.86336, 2.21756, -2.47109], [-2.23562, 4.37963, -1.30176], [-2.05269, 3.64036, -2.91367]], "forces_ev_per_angstrom": [[-0.79, 2.09, -1.12], [1.00, -3.33, -2.35], [-0.87, 1.17, 1.18], [-0.24, 0.38, -0.94], [-0.21, 0.42, 0.14], [-0.26, -0.28, -0.07], [-0.39, -0.69, -0.13], [2.96, -1.96, -8.02], [0.81, -0.10, -3.85], [-1.69, 0.19, -0.31], [0.08, -0.06, -0.22], [0.01, -0.16, -0.25], [0.00, -0.04, 0.13], [0.07, 0.01, 0.03], [0.17, 0.00, -0.06], [-2.90, -4.93, -11.11], [-0.05, 0.06, -0.28], [-0.04, 0.36, 1.34], [0.18, -0.43, -0.43], [-0.15, -0.31, -1.54], [0.32, -0.53, -0.33], [-0.58, 0.90, 1.36], [0.12, 3.81, 4.01], [-0.14, 0.64, 0.51], [-0.54, 0.99, 1.16], [0.35, -0.92, -1.18], [1.07, -0.80, 3.54], [-0.21, 0.26, -0.23], [0.02, -0.05, 0.05], [-0.66, 1.39, 4.28], [-0.93, -1.63, 0.60], [0.08, 0.06, 0.06], [0.24, -0.11, 0.22], [-0.14, 0.31, -0.63], [-0.41, -0.61, 0.06], [1.73, 0.70, 0.11], [2.78, -2.08, 2.25], [-0.50, 0.20, 0.29], [1.27, 0.12, -1.25], [-0.45, 0.11, 0.75], [0.13, 0.07, 0.40], [0.13, 0.16, 0.04], [-0.03, -0.05, -0.10], [-0.10, -0.02, 0.00], [-0.20, -0.05, 0.04], [0.18, 0.07, -0.04], [-0.02, -0.10, 0.01], [-0.02, -0.04, 0.07], [0.05, -0.01, -0.07], [-0.21, -0.11, 0.03], [-0.10, -0.03, -0.15], [0.10, -0.03, 0.18], [0.03, 0.06, -0.05], [0.14, 0.06, 0.05], [0.16, -0.19, -0.04], [-0.01, 0.03, -0.10], [-0.04, -0.02, -0.11], [-0.10, -0.01, -0.03], [-0.10, -0.02, 0.05], [-0.11, -0.02, 0.15], [0.15, 0.63, -0.74], [-2.17, -1.00, 2.12], [0.02, 0.63, -0.26], [-1.72, 1.02, 0.24], [8.57, 10.10, -1.90], [-0.29, -0.52, 1.06], [-5.86, -5.71, 11.22], [-0.05, -0.26, -0.10], [-0.08, -0.08, 0.23], [0.10, 0.10, -0.25], [0.36, 0.22, 0.28]], "e_above_lowest_kcal_mol": 513.6, "e_lumo_ev": [-1.33, -1.31], "e_tot_ha": -2479.0202, "spin_multiplicity": 3}


{"formula": "C26H28N2O6", "method": "ωB97M-V/def2-TZVPD", "symbols": ["C", "N", "C", "O", "C", "C", "C", "C", "C", "C", "O", "C", "C", "N", "C", "C", "O", "H", "H", "H", "H", "H", "H", "H", "H", "H", "H", "H", "H", "H", "H", "H", "H", "C", "O", "C", "C", "C", "C", "C", "C", "C", "C", "C", "C", "C", "O", "O", "C", "C", "H", "H", "H", "H", "H", "H", "H", "H", "H", "H", "H", "H"], "xyz": [[-2.66137, 2.02226, -3.90826], [-1.58673, 1.44266, -3.10369], [-1.63236, 0.57142, -2.08520], [-0.56446, 0.18409, -1.62782], [-2.93883, 0.01732, -1.46988], [-3.13891, -1.44296, -1.90358], [-4.34734, -2.11961, -1.28377], [-4.35696, -2.39740, 0.09650], [-5.48091, -3.00447, 0.68629], [-6.59954, -3.33545, -0.10358], [-7.67981, -3.92505, 0.47096], [-6.59222, -3.05675, -1.48839], [-5.46511, -2.45015, -2.07609], [-4.17994, 0.76437, -1.73031], [-4.96901, 1.26620, -0.78019], [-6.27392, 1.87157, -1.24404], [-4.68575, 1.26383, 0.40867], [-3.25504, 2.70652, -3.29937], [-3.29490, 1.23523, -4.32016], [-2.23138, 2.58728, -4.73714], [-0.64336, 1.69953, -3.35514], [-2.76560, 0.00697, -0.39255], [-3.22232, -1.47822, -2.99069], [-2.25145, -2.01448, -1.62664], [-3.50581, -2.13127, 0.70870], [-5.50006, -3.21273, 1.74517], [-8.37244, -4.10529, -0.16385], [-7.44605, -3.31237, -2.09530], [-5.45630, -2.24384, -3.13666], [-4.50877, 0.80562, -2.67768], [-6.86548, 1.10653, -1.74365], [-6.81695, 2.23744, -0.37277], [-6.07268, 2.69905, -1.92152], [9.38932, -1.30263, -0.26232], [8.02175, -0.87237, -0.29804], [7.39512, -0.58478, 0.89269], [7.99023, -0.68810, 2.16471], [7.26790, -0.36201, 3.31612], [5.94478, 0.07345, 3.21062], [5.32631, 0.17338, 1.95703], [3.92557, 0.60244, 1.84929], [3.00672, -0.15085, 1.10445], [1.66194, 0.22652, 1.04514], [1.22374, 1.36939, 1.72007], [2.13206, 2.16135, 2.44373], [1.69296, 3.38841, 3.12183], [0.58460, 3.42250, 3.62801], [2.54442, 4.43750, 3.15697], [3.47859, 1.76145, 2.50299], [6.06478, -0.16059, 0.81253], [9.49505, -2.22241, 0.32173], [10.02955, -0.52622, 0.16838], [9.73572, -1.50487, -1.27996], [9.01551, -1.01761, 2.28243], [7.73501, -0.44550, 4.29307], [5.38724, 0.31712, 4.11004], [3.33330, -1.04846, 0.58773], [0.95391, -0.36858, 0.47411], [0.17445, 1.65180, 1.66888], [2.05776, 5.12667, 3.63224], [4.18792, 2.36314, 3.06426], [5.60552, -0.07800, -0.16710]], "forces_ev_per_angstrom": [[0.14, -0.07, 0.48], [-0.55, 0.77, -1.04], [0.44, -0.41, 0.70], [-0.32, -0.34, 0.36], [-0.51, 0.08, -0.16], [0.06, -0.45, -0.01], [-0.24, 0.16, -0.02], [-1.28, -0.39, -0.62], [0.03, 0.18, -0.77], [0.59, 0.46, -1.09], [0.24, -0.05, 0.82], [1.08, 0.33, 0.60], [-0.07, -0.27, 1.42], [1.48, -0.45, -0.88], [-0.76, 0.63, 1.81], [0.09, -0.10, 0.03], [0.24, -0.20, -0.28], [-0.10, -0.02, -0.20], [-0.05, 0.12, -0.13], [0.03, -0.18, 0.13], [-0.05, -0.13, 0.12], [-0.14, 0.35, -0.08], [0.00, -0.07, -0.14], [0.15, 0.15, -0.12], [0.01, -0.01, 0.04], [-0.04, -0.04, 0.07], [-0.03, 0.05, -0.32], [-0.18, -0.07, -0.09], [0.00, 0.02, -0.09], [-0.12, -0.15, 0.00], [-0.12, 0.06, -0.16], [0.13, -0.06, -0.13], [-0.13, 0.05, -0.17], [-0.24, 0.10, 0.32], [0.22, -0.07, 0.21], [0.10, -0.03, 0.55], [0.04, -0.01, -0.21], [-0.53, 0.18, -0.65], [0.34, -0.07, 0.06], [1.11, -0.33, -0.05], [-0.85, 0.26, -0.03], [-0.30, 0.37, 0.19], [0.28, 0.27, 0.28], [0.10, 0.04, 0.05], [1.33, -0.91, -0.86], [-1.74, -0.27, 0.64], [0.83, 0.63, -0.27], [-0.15, -0.53, -0.10], [-0.28, -0.12, -0.21], [-0.09, 0.00, 0.09], [-0.04, 0.07, 0.00], [-0.06, -0.04, 0.02], [-0.44, 0.15, 0.11], [-0.05, 0.01, -0.13], [-0.03, -0.01, -0.17], [0.01, -0.03, -0.12], [0.03, 0.10, 0.08], [0.10, 0.18, 0.06], [0.22, 0.03, 0.07], [0.06, 0.07, 0.07], [-0.06, -0.05, -0.10], [0.05, 0.00, 0.04]], "smiles": "CNC(=O)[C@H](Cc1ccc(O)cc1)NC(C)=O.COc1cccc(-c2cccc(C(=O)O)c2)c1", "e_above_lowest_kcal_mol": 26.3, "e_lumo_ev": 0.42, "e_tot_ha": -1568.5555}


We obtain largest force on an atom values of 3.72; 13.89; 2.07 eV/A for the records listed above, in that order.